i.
DFT (wB97M-V/def2-TZVPD) results for C4H7O2Tb as an isolated structure.

As for the HOMO energy (alpha / beta): -0.6359 / -0.6096 Eh. The LUMO energy (alpha / beta) is -0.3618 / -0.2963 Eh. The orbital gap (alpha / beta) comes out at 0.2741 / 0.3133 hartree.

```
! wB97M-V def2-TZVPD RIJCOSX def2/J DEFGRID3
* xyz 2 7
C 0.642 0.724 -0.217
C 0.709 -0.325 0.819
C -0.336 -0.646 -0.251
C -1.696 -0.486 0.081
O -2.666 -1.024 -0.516
Tb -3.569 -2.511 -2.027
H 1.293 0.624 -1.098
H 0.017 1.603 -0.045
H 0.321 -0.079 1.810
H 1.571 -0.994 0.787
H -0.086 -1.387 -1.014
H -1.948 0.206 0.903
O 2.488 2.419 0.475
H 3.260 1.877 0.293
*
```

These are the Löwdin partial charges, in e, on atoms 1 to 6: -0.013, -0.086, -0.178, -0.185, -0.344, 1.909

=====

ii.
DFT (wB97M-V/def2-TZVPD) results for C4H7O2Tb as an isolated structure.

As for the HOMO energy (alpha / beta): -0.7086 / -0.5870 Eh. The LUMO energy (alpha / beta) is -0.3307 / -0.3679 Eh. The orbital gap (alpha / beta) comes out at 0.3778 / 0.2191 hartree.

```
! wB97M-V def2-TZVPD RIJCOSX def2/J DEFGRID3
* xyz 2 7
C -0.767 -0.519 1.647
C 0.312 0.382 1.140
C 1.057 -0.164 -0.046
O 0.201 -0.346 -1.264
C -0.684 0.789 -1.562
O -0.514 1.377 -2.551
H -0.973 -1.420 1.076
H -1.694 -0.054 1.949
H 1.084 0.472 1.911
H -0.051 1.395 0.986
H 1.926 0.438 -0.286
H 1.411 -1.162 0.216
H -1.481 0.954 -0.842
Tb 0.175 -2.144 -2.375
*
```

These are the Löwdin partial charges, in e, on atoms 1 to 6: 0.088, -0.240, -0.150, -0.490, -0.232, 0.232

=====

Energy relative to the most stable one, in kJ/mol: i 10.9; ii 0.0

=====

i.
DFT (wB97M-V/def2-TZVPD) results for the molecule C2H3NO3.

As for the HOMO energy (alpha / beta): -0.1483 / -0.4116 Eh. The LUMO energy (alpha / beta) is -0.0030 / -0.2071 Eh. The orbital gap (alpha / beta) comes out at 0.1453 / 0.2045 hartree.

```
! wB97M-V def2-TZVPD RIJCOSX def2/J DEFGRID3
* xyz 0 3
C 1.453 0.178 0.045
C -0.001 0.084 0.066
N 2.590 0.102 -0.034
O -0.528 1.137 0.699
O -0.568 -1.135 0.550
O -0.351 0.011 -1.259
H -1.537 0.988 0.743
H 0.230 -1.727 0.559
H -1.289 0.361 -1.369
*
```

These are the natural (NBO) partial charges, in e, on atoms 1 to 6: 0.024, 0.533, -0.312, -0.653, -0.515, -0.437

=====

ii.
DFT (wB97M-V/def2-TZVPD) results for a 2-piece molecular cluster, C2H3NO3 overall.

As for the HOMO energy (alpha / beta): -0.2634 / -0.3660 Eh. The LUMO energy (alpha / beta) is 0.0166 / -0.0465 Eh. The orbital gap (alpha / beta) comes out at 0.2800 / 0.3195 hartree.

```
! wB97M-V def2-TZVPD RIJCOSX def2/J DEFGRID3
* xyz 0 3
C 1.753 0.184 0.427
C 0.751 -0.702 0.053
N -1.696 0.267 -0.439
O 2.572 0.732 -0.230
O 0.092 -1.644 -0.112
O -0.724 0.949 0.103
H 1.769 0.126 1.458
H -2.414 -0.176 0.111
H -2.103 0.264 -1.371
*
```

These are the natural (NBO) partial charges, in e, on atoms 1 to 6: 0.086, 0.672, -0.313, -0.510, -0.426, -0.350

=====

Energy relative to the most stable one, in kJ/mol: i 249.6; ii 0.0

=====

i.
DFT (wB97M-V/def2-TZVPD) results for a 2-piece molecular cluster, C9H11O2 overall.

As for the HOMO energy: -0.1374 Eh. The LUMO energy is 0.1026 Eh. The orbital gap comes out at 0.2400 hartree.

```
! wB97M-V def2-TZVPD RIJCOSX def2/J DEFGRID3
* xyz -1 1
C -2.303 -3.623 1.904
C -1.634 -3.122 3.219
O -0.403 -3.318 3.331
O -2.401 -2.537 4.017
H -2.431 -4.707 1.910
H -1.716 -3.295 1.043
H -3.285 -3.154 1.869
C 0.401 3.535 -2.062
C 0.951 0.786 0.492
C 0.616 2.009 -0.071
C 1.386 -0.253 -0.322
C 0.791 2.219 -1.438
C 1.614 -0.036 -1.674
C 1.324 1.208 -2.223
H 0.844 0.562 1.545
H 0.243 2.806 0.559
H 1.549 -1.229 0.112
H 2.029 -0.840 -2.272
H 0.458 4.346 -1.339
H -0.624 3.472 -2.433
H 1.538 1.385 -3.270
H 1.055 3.785 -2.897
*
```

These are the natural (NBO) partial charges, in e, on atoms 1 to 6: -0.741, 0.759, -0.801, -0.796, 0.192, 0.191

=====

ii.
DFT (wB97M-V/def2-TZVPD) results for a 2-piece molecular cluster, C9H11O2 overall.

As for the HOMO energy: -0.1506 Eh. The LUMO energy is 0.1312 Eh. The orbital gap comes out at 0.2817 hartree.

```
! wB97M-V def2-TZVPD RIJCOSX def2/J DEFGRID3
* xyz -1 1
C -1.282 -2.956 -0.344
C -0.970 -2.055 -1.579
O -1.814 -1.161 -1.841
O 0.089 -2.331 -2.183
H -1.779 -2.345 0.413
H -0.382 -3.414 0.066
H -1.947 -3.781 -0.592
C -1.529 0.494 0.830
C 0.263 1.299 -0.737
C -0.124 0.937 0.549
C 1.495 1.874 -0.993
C 0.861 0.951 1.546
C 2.446 1.950 0.026
C 2.105 1.500 1.293
H -0.406 1.038 -1.548
H 1.764 2.277 -1.961
H -1.608 -0.089 1.747
H -1.909 -0.040 -0.037
H 0.555 0.580 2.515
H 3.406 2.409 -0.162
H 2.891 1.455 2.048
H -2.125 1.409 0.943
*
```

These are the natural (NBO) partial charges, in e, on atoms 1 to 6: -0.740, 0.767, -0.811, -0.776, 0.190, 0.196

=====

Energy relative to the most stable one, in kJ/mol: i 13.8; ii 0.0